{"formula": "C10H22N3S", "method": "wB97M-V/def2-TZVPD", "species": ["C", "C", "C", "C", "C", "C", "N", "C", "N", "C", "C", "C", "S", "N", "H", "H", "H", "H", "H", "H", "H", "H", "H", "H", "H", "H", "H", "H", "H", "H", "H", "H", "H", "H", "H", "H"], "coordinates": [[-2.27769, 1.16827, -1.60843], [-2.14577, -0.21155, -2.25398], [-0.76721, -0.83800, -2.01118], [-0.51224, -2.00300, -2.95686], [-0.61162, -1.17850, -0.52330], [-0.34409, -2.62056, -0.09308], [0.24701, -2.41236, 1.26040], [0.80560, -1.15935, 1.24966], [1.43747, -0.64187, 2.27100], [1.95952, 0.72844, 2.26053], [0.89066, 1.76597, 2.56825], [1.27410, 3.15161, 2.04591], [1.25173, 3.16374, 0.22714], [0.62666, -0.53562, 0.05583], [-1.89710, 1.18498, -0.58527], [-1.70291, 1.89171, -2.18124], [-3.31177, 1.49264, -1.55857], [-2.91683, -0.88904, -1.88639], [-2.29107, -0.09327, -3.32490], [-0.03801, -0.05758, -2.23577], [0.42774, -2.50527, -2.74686], [-1.32253, -2.72797, -2.93444], [-0.43567, -1.62412, -3.97208], [-1.47892, -0.84881, 0.04796], [0.33512, -3.14769, -0.75399], [-1.23835, -3.22247, 0.02068], [0.91549, -3.12494, 1.52709], [1.57223, -1.23981, 3.06885], [2.73475, 0.78435, 3.01687], [2.42574, 0.89620, 1.29339], [0.74150, 1.83713, 3.64337], [-0.07858, 1.50450, 2.13945], [2.25631, 3.42627, 2.41424], [0.53831, 3.86926, 2.38730], [2.43066, 3.74405, -0.00010], [0.49977, 0.47267, 0.12852]], "forces_ev_per_angstrom": [[0.08, -0.25, -0.02], [0.14, 0.21, 0.18], [-0.33, 0.08, -0.07], [0.13, 0.15, -0.05], [0.83, -0.53, -0.25], [-0.29, -0.12, 0.36], [0.74, 0.43, -0.72], [0.00, -0.36, -0.65], [0.21, -0.08, -0.06], [-0.03, -0.20, 0.22], [-0.04, 0.41, -0.13], [-0.09, -0.32, 0.02], [-0.19, -0.03, -0.14], [-1.62, 0.24, 1.13], [0.01, 0.00, 0.11], [0.01, 0.17, 0.00], [-0.10, 0.10, -0.09], [-0.12, -0.09, -0.02], [-0.10, -0.15, -0.13], [0.18, 0.01, 0.05], [0.10, -0.10, 0.00], [-0.07, -0.13, 0.07], [-0.08, 0.00, -0.13], [-0.05, 0.26, 0.03], [0.25, 0.06, -0.02], [-0.19, 0.06, -0.12], [-0.29, -0.19, 0.42], [-0.03, 0.08, 0.22], [0.18, -0.07, 0.01], [0.01, 0.11, -0.12], [-0.07, -0.08, 0.13], [-0.04, -0.22, -0.06], [0.10, 0.20, -0.03], [0.06, 0.19, 0.14], [0.13, -0.01, 0.01], [0.58, 0.14, -0.26]], "mulliken_charge": [-0.954, -0.792, 0.706, -1.874, -0.143, -0.777, -0.352, 0.318, -0.081, -1.021, -0.359, -0.780, -0.195, -0.267, 0.132, 0.317, 0.367, 0.361, 0.427, 0.249, 0.449, 0.346, 0.478, 0.461, 0.386, 0.307, 0.316, 0.263, 0.411, 0.490, 0.399, 0.311, 0.405, 0.378, 0.161, 0.154], "smiles": "CC[C@H](C)[C@H]1CNC(NCCCS)=[NH+]1", "homo_energy_ha": -0.4564, "charge": 1, "lumo_ev": -2.54, "gap_ev": 9.9}

=====

{"formula": "C4H6N2O", "method": "wB97M-V/def2-TZVPD", "species": ["C", "C", "O", "C", "N", "C", "N", "H", "H", "H", "H", "H", "H"], "coordinates": [[0.95971, -1.33537, -1.34954], [0.58272, -0.45112, -0.17966], [-0.79241, -0.00764, -0.23638], [-1.11681, 0.77515, 0.81588], [-0.53805, 0.95591, 1.92621], [-2.11629, 1.82458, 0.64391], [-2.55855, 2.89223, 0.71966], [0.78897, -0.83802, -2.30696], [2.03239, -1.55710, -1.27118], [0.42319, -2.28743, -1.33445], [1.19586, 0.45809, -0.17507], [0.75100, -0.99046, 0.75984], [0.38827, 0.56119, 1.98773]], "forces_ev_per_angstrom": [[-0.11, 0.01, -0.03], [0.23, -0.04, 0.08], [-0.03, 0.33, 0.17], [0.55, 0.47, 0.37], [0.29, 0.09, -0.23], [-0.54, 1.03, -0.14], [-0.10, -1.29, -0.46], [-0.04, -0.04, 0.12], [-0.25, 0.07, 0.00], [-0.02, 0.17, -0.01], [0.04, -0.15, 0.04], [-0.06, 0.02, -0.14], [0.05, -0.67, 0.23]], "mulliken_charge": [-1.276, -0.307, -0.304, 0.586, -0.551, 0.219, -0.365, 0.332, 0.360, 0.319, 0.402, 0.311, 0.274], "smiles": "[H]/N=C(/C#N)OCC", "homo_energy_ha": -0.3956, "lumo_ev": 0.65, "gap_ev": 11.4}

=====

{"formula": "C4H13N2O", "method": "wB97M-V/def2-TZVPD", "species": ["C", "C", "C", "C", "N", "N", "H", "H", "H", "H", "H", "H", "H", "H", "H", "H", "H", "H", "H", "O"], "coordinates": [[1.25524, -0.57711, -0.59504], [-0.03032, -0.28980, 0.26829], [-1.47059, -0.70485, 0.03529], [-2.49516, 0.25884, -0.43430], [-2.87374, 1.24317, 0.69471], [2.50568, -0.41454, 0.16035], [1.28580, -0.18807, -1.57565], [1.22976, -1.72939, -0.78155], [0.49998, -0.63098, 1.25874], [-0.12676, 0.80341, 0.14545], [1.41684, -2.54573, -1.25633], [-3.45997, -0.24419, -0.51701], [-2.10469, 0.78721, 1.27662], [-3.58772, 0.88648, 1.27500], [2.78870, 0.92303, 0.26101], [3.07100, -1.20307, -0.13772], [-2.18368, 0.74436, -1.31725], [-1.45271, -1.74961, 0.19004], [3.24264, 2.62644, 0.52373], [2.48972, 2.00439, 0.52562]], "forces_ev_per_angstrom": [[1.55, 2.78, 2.66], [0.88, 1.11, 0.65], [2.39, 1.02, -0.82], [-2.52, -2.09, 0.93], [5.08, -1.77, 0.63], [-3.20, -0.75, -1.61], [-0.19, 0.21, -1.38], [0.14, -4.78, -1.38], [-2.04, 0.70, -0.98], [0.98, 0.13, 0.59], [-0.60, 1.83, 0.86], [0.39, -0.49, -1.13], [-0.52, 2.74, 0.93], [-2.21, -0.69, 0.17], [-0.36, 1.70, 1.03], [1.12, 0.45, 0.04], [0.44, 0.93, -0.97], [-1.82, -1.33, 0.49], [0.03, -0.05, -0.01], [0.44, -1.64, -0.71]], "mulliken_spin": [-0.036, 0.012, -0.008, 0.000, 0.011, 0.523, 0.006, -0.009, -0.004, -0.001, -0.031, 0.000, 0.000, -0.001, -0.013, -0.014, -0.001, -0.001, -0.016, 0.584], "homo_energy_ha": [-0.7043, -0.6543], "charge": 2, "spin_multiplicity": 2, "lumo_ev": [-12.03, -12.50], "gap_ev": [7.1, 5.3]}

=====

{"formula": "C36H50N8NbO3", "method": "wB97M-V/def2-TZVPD", "species": ["C", "C", "O", "O", "C", "O", "C", "Nb", "H", "H", "H", "H", "H", "H", "H", "H", "H", "H", "N", "C", "C", "C", "C", "H", "H", "H", "H", "H", "N", "C", "C", "C", "C", "H", "H", "H", "H", "H", "N", "C", "C", "C", "C", "H", "H", "H", "H", "H", "N", "C", "C", "C", "C", "H", "H", "H", "H", "H", "N", "C", "C", "C", "C", "H", "H", "H", "H", "H", "N", "C", "C", "C", "C", "H", "H", "H", "H", "H", "N", "C", "C", "C", "C", "H", "H", "H", "H", "H", "N", "C", "C", "C", "C", "H", "H", "H", "H", "H"], "coordinates": [[-4.88540, -1.38102, -0.08796], [-3.53765, -1.87551, 0.29322], [-3.34963, -2.60338, 1.23057], [-2.47886, -1.48871, -0.51783], [-1.96960, -0.17989, -0.19976], [-1.81430, 0.56660, -1.13444], [-1.62234, 0.10222, 1.18970], [-2.86896, 1.70060, 2.24521], [-5.59704, -1.97637, 0.45129], [-5.07871, -1.45403, -1.14767], [-4.99559, -0.35130, 0.22169], [-0.58178, 0.39401, 1.18355], [-1.69098, -0.79388, 1.79499], [-4.28877, 0.52169, 2.19040], [-3.44198, 2.48535, 0.68440], [-1.46651, 2.91491, 2.39446], [-2.29355, 1.04164, 3.87831], [-3.95894, 2.80566, 3.22118], [-1.18193, -3.97309, -1.40541], [-0.93595, -4.52653, -2.62837], [-0.07132, -5.57804, -2.45285], [0.21186, -5.65851, -1.06326], [-0.49230, -4.65405, -0.44782], [-1.78335, -3.17718, -1.22724], [-1.39238, -4.12594, -3.51774], [0.31564, -6.21468, -3.23114], [0.85522, -6.36958, -0.57272], [-0.56240, -4.36697, 0.58716], [-0.73575, 6.21029, 3.43201], [-1.20318, 6.95780, 4.47948], [-2.22798, 7.73641, 4.00752], [-2.37674, 7.44550, 2.62305], [-1.43796, 6.50211, 2.30185], [0.00609, 5.54198, 3.48264], [-0.77053, 6.87240, 5.46255], [-2.80692, 8.43369, 4.58938], [-3.09426, 7.87362, 1.94452], [-1.21841, 6.00359, 1.37367], [-0.99936, -8.47716, -7.30600], [0.10310, -7.66642, -7.33125], [-0.00010, -6.78478, -6.28896], [-1.21091, -7.07680, -5.60448], [-1.80393, -8.12439, -6.25479], [-1.18789, -9.21551, -7.95608], [0.86189, -7.78699, -8.08534], [0.71233, -6.01603, -6.04062], [-1.59787, -6.57442, -4.73429], [-2.72337, -8.64809, -6.06031], [3.40602, -9.99574, -6.41126], [2.10968, -10.42751, -6.42430], [2.12383, -11.79324, -6.32438], [3.48476, -12.19928, -6.24829], [4.25107, -11.06631, -6.30339], [3.69202, -9.03722, -6.46902], [1.29573, -9.72787, -6.49914], [1.25624, -12.43067, -6.30546], [3.85669, -13.20593, -6.16015], [5.31798, -10.93059, -6.27212], [-3.05565, 6.38714, -1.92709], [-4.35946, 5.97030, -1.94868], [-4.36083, 4.60102, -1.96170], [-3.00694, 4.17153, -1.94813], [-2.22619, 5.29453, -1.92782], [-2.75424, 7.34130, -1.91128], [-5.16864, 6.68007, -1.94523], [-5.23521, 3.97332, -1.97001], [-2.64961, 3.15511, -1.94098], [-1.15638, 5.41138, -1.90721], [2.77557, 4.57547, 2.65203], [2.29622, 4.23874, 1.41455], [3.33196, 4.33665, 0.52640], [4.47806, 4.75651, 1.25698], [4.10284, 4.89303, 2.56741], [2.23820, 4.58116, 3.49698], [1.26589, 3.95168, 1.27907], [3.27521, 4.13147, -0.52863], [5.46531, 4.93780, 0.86463], [4.66279, 5.18539, 3.43901], [-2.72908, 4.64162, 6.59548], [-2.01261, 4.28219, 7.70305], [-2.78436, 3.42197, 8.44005], [-4.01298, 3.25535, 7.74332], [-3.94281, 4.02241, 6.61140], [-2.41416, 5.26315, 5.87073], [-1.01955, 4.66269, 7.87009], [-2.49792, 2.95835, 9.36915], [-4.84609, 2.63936, 8.03550], [-4.64398, 4.17676, 5.81042], [7.35329, 2.88727, 2.15357], [8.05855, 2.15571, 3.06646], [9.39039, 2.28857, 2.77467], [9.49023, 3.13614, 1.63867], [8.21554, 3.48823, 1.28109], [6.35113, 2.97248, 2.12535], [7.55537, 1.60545, 3.84215], [10.20153, 1.82962, 3.31394], [10.39244, 3.45030, 1.14195], [7.85145, 4.11232, 0.48377]], "forces_ev_per_angstrom": [[-0.04, -0.03, -0.21], [0.25, -0.76, 0.80], [0.13, 0.13, -0.51], [-0.64, 0.57, 0.47], [0.47, 0.98, -1.18], [-0.01, -0.75, 0.45], [-0.59, -1.09, -0.08], [0.75, -0.42, -0.51], [-0.39, -0.18, 0.27], [0.15, 0.03, -0.36], [0.05, 0.38, 0.06], [0.28, 0.66, 0.12], [-0.04, -0.25, 0.18], [-0.19, 0.10, 0.18], [-0.10, 0.52, 0.07], [0.04, 0.31, 0.15], [0.03, 0.39, 0.19], [-0.14, -0.40, -0.04], [-0.18, 0.04, -0.04], [-0.02, 0.01, 0.00], [0.01, 0.00, -0.03], [-0.02, 0.02, 0.02], [0.02, 0.00, 0.03], [0.32, -0.09, -0.03], [0.02, 0.01, -0.02], [0.01, -0.02, 0.00], [0.01, -0.01, 0.01], [-0.01, 0.00, 0.02], [0.02, 0.16, 0.03], [0.01, -0.07, 0.01], [-0.03, 0.00, -0.03], [0.03, 0.07, 0.06], [0.01, -0.03, -0.05], [-0.03, -0.17, -0.02], [0.03, 0.06, 0.00], [-0.01, 0.01, 0.01], [-0.03, -0.01, -0.01], [-0.09, -0.05, -0.02], [0.00, 0.02, 0.06], [-0.02, 0.05, -0.09], [0.04, -0.01, 0.01], [-0.06, 0.01, 0.01], [0.04, -0.01, -0.05], [-0.01, -0.05, -0.04], [0.00, 0.03, -0.03], [0.00, 0.02, 0.01], [0.01, -0.01, 0.03], [-0.02, 0.00, 0.02], [0.02, -0.06, -0.02], [-0.02, -0.03, 0.00], [0.03, -0.02, -0.03], [-0.02, -0.02, 0.00], [-0.01, 0.05, -0.01], [0.00, 0.07, 0.04], [-0.01, -0.01, 0.07], [-0.02, -0.01, 0.01], [0.01, -0.02, 0.01], [0.02, -0.01, 0.00], [0.00, -0.05, 0.00], [0.01, 0.00, 0.00], [0.00, 0.05, -0.04], [0.05, -0.03, -0.06], [-0.02, 0.04, 0.00], [0.02, 0.06, 0.02], [-0.02, 0.00, 0.01], [-0.01, -0.02, 0.03], [-0.01, -0.02, 0.07], [0.02, -0.01, 0.00], [0.03, 0.04, -0.10], [-0.07, -0.02, 0.08], [0.01, 0.03, -0.01], [0.08, -0.08, -0.04], [-0.02, -0.03, 0.06], [-0.01, -0.09, 0.08], [0.00, -0.05, -0.01], [-0.01, 0.00, -0.02], [0.00, 0.06, -0.02], [0.02, 0.03, 0.00], [0.02, 0.02, 0.06], [-0.02, 0.03, -0.04], [0.00, -0.01, 0.01], [0.03, 0.04, 0.07], [-0.05, 0.05, -0.05], [-0.02, -0.02, -0.10], [0.02, -0.01, 0.02], [0.01, -0.01, 0.01], [-0.01, -0.02, 0.00], [-0.01, -0.08, -0.04], [-0.03, -0.01, 0.03], [-0.04, 0.01, -0.02], [0.02, 0.00, 0.01], [0.02, 0.01, 0.00], [-0.05, -0.01, 0.02], [-0.04, 0.04, -0.02], [0.00, -0.02, 0.01], [0.01, -0.01, 0.01], [0.02, 0.01, -0.01], [0.01, 0.00, -0.03]], "mulliken_charge": [-1.078, 0.817, -0.527, -0.503, 0.736, -0.526, -1.264, -1.073, 0.366, 0.343, 0.163, 0.486, 0.470, 0.002, 0.265, 0.128, -0.019, 0.074, 0.180, -0.590, -0.027, -0.938, -0.253, 0.350, 0.402, 0.299, 0.380, 0.396, 0.270, -0.904, -0.475, -0.460, -0.584, 0.150, 0.599, 0.413, 0.417, 0.527, 0.080, -1.012, -0.099, 0.012, -0.897, 0.193, 0.515, 0.455, 0.339, 0.397, 0.032, -0.236, -0.501, -0.415, -0.502, 0.208, 0.266, 0.382, 0.389, 0.379, 0.027, -0.497, -0.563, -0.070, -0.872, 0.191, 0.387, 0.387, 0.544, 0.458, 0.112, -0.525, -0.658, -0.349, -0.717, 0.179, 0.586, 0.420, 0.531, 0.401, 0.124, -0.316, -0.594, -0.564, -0.381, 0.270, 0.341, 0.371, 0.387, 0.378, 0.083, -0.529, -0.383, -0.522, -0.284, 0.188, 0.363, 0.384, 0.381, 0.328], "homo_energy_ha": -0.2123, "charge": -1, "lumo_ev": 1.70, "gap_ev": 7.5}

=====

Calculated values (kJ/mol) of energy above the lowest of the compared OMol25 structures with the same formula, charge and spin for the records, taken in order: 0.0; 211.0; 1241.1; 0.0.